Entry 1:
127
Properties=species:S:1:pos:R:3:forces:R:3:lowdin_charge:R:1 method="wB97M-V/def2-TZVPD" homo_lumo_gap_ev=8.78 total_charge=0 smiles="COC[C@H](C)N.COC[C@H](C)N.COC[C@H](C)N.COC[C@H](C)N.NC(N)=O.NC(N)=O.NC(N)=O.NC(N)=O.CCO.CCO.CCO" de_lowest_kcal_mol=91.1
C -6.836 -3.024 0.503 -0.1885 1.0930 -0.0734 -0.08
O -7.734 -2.279 -0.374 0.4354 -1.1716 1.0525 -0.20
C -7.157 -1.222 -1.147 0.6068 -1.1074 2.0877 -0.21
C -8.122 -0.766 -2.201 0.9799 2.1757 1.4413 -0.50
C -8.547 -1.906 -2.950 -1.4825 -2.5398 -1.9536 -0.09
N -7.434 0.140 -3.082 -0.3170 0.1876 -0.9967 0.04
H -5.827 -3.114 0.101 -0.0918 -0.3347 -0.5659 0.08
H -7.245 -3.983 0.822 -0.2826 -0.0881 -0.8761 0.08
H -6.652 -2.562 1.473 -0.3134 0.8404 0.0705 0.07
H -6.821 -0.458 -0.446 -0.1869 0.6048 -0.0765 0.12
H -6.236 -1.611 -1.581 0.1247 -0.0300 -0.6029 0.12
H -8.960 -0.215 -1.776 -0.1449 -0.2006 0.2867 0.15
H -9.117 -1.639 -3.840 -0.3811 0.2131 0.1748 0.09
H -9.111 -2.611 -2.341 -0.0354 0.0654 -0.1172 0.09
H -7.717 -2.467 -3.380 0.4463 -0.0787 0.2438 0.09
H -7.025 0.969 -2.675 0.2563 -0.3324 0.0345 0.08
H -6.821 -0.441 -3.636 0.5839 0.7011 -0.1337 0.07
C -0.887 -6.033 -5.256 -0.1380 -1.2245 -0.1256 -0.10
O -1.788 -6.518 -6.269 -0.2987 0.1749 0.0912 -0.19
C -3.025 -7.143 -5.868 0.2921 0.6753 1.5370 -0.20
C -4.236 -6.596 -6.590 0.9595 0.8748 -2.0175 -0.44
C -5.593 -6.995 -6.033 -0.2958 -0.4753 0.5833 -0.06
N -4.187 -6.967 -8.011 -1.0983 -1.4931 -0.2978 0.02
H -1.422 -5.662 -4.382 -0.0134 0.6008 -0.2104 0.08
H -0.130 -5.384 -5.697 -0.7671 0.6839 -0.1954 0.08
H -0.218 -6.800 -4.865 -0.3032 -0.7867 0.0530 0.07
H -2.936 -8.230 -5.858 -0.0374 -0.1145 -0.6217 0.13
H -3.280 -6.902 -4.836 0.5468 0.2055 0.5744 0.11
H -4.125 -5.515 -6.677 -0.0705 0.4256 1.2625 0.13
H -5.938 -6.561 -5.094 0.6926 0.5506 0.1353 0.07
H -5.638 -8.059 -5.802 0.0613 -0.2465 -0.4616 0.08
H -6.407 -6.746 -6.714 0.1677 -0.1420 -0.3086 0.07
H -3.511 -6.545 -8.632 0.0753 0.2877 0.5494 0.07
H -5.125 -6.853 -8.366 0.2277 0.0128 -0.5431 0.05
C -1.317 5.965 -1.978 0.9120 1.0434 -0.6004 -0.09
O -0.574 6.791 -2.900 1.3179 -0.1579 0.2730 -0.20
C 0.878 6.826 -2.665 -0.4565 -0.0777 -0.5330 -0.18
C 1.390 7.640 -1.481 -1.7007 -0.1860 0.6873 -0.47
C 1.020 9.112 -1.666 0.5560 0.1146 -0.1195 -0.06
N 2.825 7.461 -1.256 -0.5060 0.5549 -0.4430 0.04
H -1.014 4.921 -2.060 0.1784 -0.0730 0.2567 0.08
H -2.369 6.034 -2.258 0.1025 0.1751 0.0707 0.09
H -1.131 6.413 -1.002 -0.4034 -0.6079 0.3967 0.08
H 1.331 5.834 -2.652 -0.3372 -0.3614 0.2599 0.12
H 1.319 7.304 -3.539 -0.3396 0.0349 -0.3731 0.12
H 0.930 7.251 -0.573 -0.2899 -0.0079 0.1268 0.12
H 1.461 9.407 -2.618 -0.2910 0.1821 -0.3529 0.08
H 1.542 9.750 -0.952 -0.1658 -0.0782 0.4026 0.07
H -0.042 9.355 -1.649 0.0496 -0.2248 -0.1035 0.08
H 2.933 8.033 -0.430 0.5884 -0.2222 0.6161 0.07
H 3.220 8.089 -1.941 0.7829 -0.1217 -0.5586 0.06
C 6.702 3.586 7.917 0.5105 -0.4392 -0.4661 -0.09
O 6.606 4.164 6.617 0.5221 0.4255 0.7379 -0.16
C 7.070 3.315 5.618 -0.5771 -2.0976 0.2621 -0.28
C 6.971 3.884 4.266 -0.3648 2.2981 -0.6101 -0.45
C 7.840 5.115 4.104 2.0238 -0.3360 0.2811 -0.08
N 5.632 4.350 3.962 -1.5345 -0.9373 -0.2748 0.03
H 7.577 2.940 7.984 0.4770 0.1707 -0.0515 0.08
H 5.897 2.878 8.118 -0.5589 0.3863 0.0665 0.09
H 6.813 4.367 8.669 -0.3851 -0.0308 -0.1533 0.09
H 8.061 2.872 5.715 0.7907 0.7943 0.6732 0.13
H 6.508 2.381 5.642 -0.7934 -0.1797 -0.0596 0.12
H 7.277 3.096 3.578 -0.0601 0.0530 -0.1724 0.14
H 8.833 4.879 4.487 0.5079 -0.0176 -0.3041 0.07
H 7.583 5.981 4.715 -0.7048 -0.1439 -0.1334 0.08
H 7.938 5.388 3.054 -0.0758 0.1638 0.0563 0.08
H 5.342 5.058 4.622 0.0774 -0.0594 0.2551 0.07
H 5.593 4.794 3.056 0.1288 -0.0645 -0.1257 0.06
N -1.509 -9.469 0.495 0.7378 4.5632 3.1895 0.16
C -1.321 -10.558 -0.152 1.7857 -0.0485 -1.9831 -0.86
N -2.427 -11.163 -0.327 -5.2066 -4.0387 -0.8361 0.16
O -0.314 -10.861 -0.719 2.8471 -0.7664 -0.9037 0.06
H -0.672 -8.913 0.592 -0.5223 0.2797 0.6159 0.13
H -2.383 -9.334 0.983 0.7162 0.6401 0.0843 0.11
H -3.241 -10.839 0.175 -0.0844 -0.5429 -0.6706 0.11
H -2.486 -11.786 -1.120 -0.2774 -0.0858 0.4986 0.13
N 6.400 -3.705 2.001 0.5717 1.9936 -1.4162 0.14
C 5.980 -4.601 2.905 2.2272 0.4301 -2.6106 -0.81
N 4.876 -4.201 3.437 -4.0322 0.4796 2.7511 0.16
O 6.567 -5.615 3.087 1.1260 -2.9276 1.2054 0.06
H 5.802 -2.895 1.918 0.8117 0.0444 -0.6973 0.09
H 7.171 -3.872 1.370 -0.3045 0.0421 0.3539 0.12
H 4.395 -4.888 4.001 -0.1781 0.4771 -0.0385 0.12
H 4.409 -3.384 3.073 -0.2397 -0.5081 0.4404 0.11
N 5.154 1.153 -2.189 -2.5620 1.3057 2.8479 0.16
C 6.033 0.789 -3.076 3.5874 -1.7094 -1.7198 -0.77
N 5.585 0.636 -4.321 -1.7009 -0.0310 -1.7688 0.15
O 7.206 0.528 -2.839 0.3496 0.6409 0.6616 0.01
H 4.168 1.184 -2.406 0.3130 0.2916 0.0772 0.11
H 5.490 1.699 -1.409 -0.1690 -0.4162 -0.0168 0.12
H 4.589 0.720 -4.469 0.3512 0.0154 -0.5542 0.10
H 6.203 0.381 -5.078 -0.2009 -0.0983 0.4718 0.12
N -1.638 -0.686 -7.054 -0.1382 -5.0873 -0.6571 0.15
C -1.201 0.371 -6.437 -1.1271 0.6508 -1.4439 -0.84
N -1.822 1.369 -6.996 -2.0020 5.7953 -1.0061 0.15
O -0.365 0.399 -5.612 2.9390 0.2325 3.0540 0.08
H -0.985 -1.441 -6.902 -0.7816 -0.6603 -0.5984 0.12
H -2.326 -0.620 -7.791 0.6521 -0.6539 0.1872 0.11
H -2.573 1.247 -7.660 0.3711 0.0319 0.2889 0.11
H -1.691 2.328 -6.706 0.1050 -0.3102 0.1992 0.12
C 1.462 -1.127 9.608 -2.1823 0.0176 -0.0811 -0.09
C 0.471 -0.031 9.051 2.3743 -0.8096 0.6643 -0.29
O 1.272 0.909 8.324 -0.8843 0.4159 0.2330 -0.10
H 1.986 -1.703 8.846 0.2407 0.3719 0.0066 0.07
H 0.799 -1.830 10.111 0.0956 -0.3943 0.2071 0.06
H 2.084 -0.703 10.396 0.2894 0.0621 -0.4713 0.07
H 0.082 0.414 9.967 -0.0841 0.6325 -0.3545 0.10
H -0.380 -0.411 8.486 0.1849 -0.1799 -0.2076 0.10
H 1.490 0.534 7.467 -0.0298 -0.1135 -0.0025 0.08
C 0.474 -1.197 0.409 0.7345 0.8825 0.7518 -0.08
C 0.641 0.077 1.297 -0.2141 -0.9164 -1.2534 -0.32
O 1.776 -0.081 2.119 0.3294 -0.0117 0.2883 -0.09
H 1.374 -1.296 -0.197 -0.0587 0.1862 -0.2562 0.06
H -0.399 -1.106 -0.238 -0.0172 -0.2402 0.1492 0.07
H 0.493 -2.098 1.023 -0.5581 0.0333 0.0856 0.07
H -0.251 0.279 1.890 -0.0965 -0.0644 0.0932 0.10
H 0.809 0.917 0.624 -0.2101 0.1831 -0.0608 0.10
H 2.214 0.773 2.158 0.1238 -0.0614 0.2195 0.08
C -2.086 7.289 4.255 2.2858 -1.0850 -0.4112 -0.10
C -2.893 6.024 4.267 2.5285 0.6529 -1.0808 -0.39
O -4.172 6.522 4.309 -2.1001 -1.4410 0.9251 -0.05
H -2.252 7.902 5.141 -0.2557 0.2323 -0.4701 0.08
H -2.151 7.727 3.260 -0.5862 0.7347 0.4175 0.08
H -1.045 6.965 4.266 0.4852 0.2102 0.2808 0.07
H -2.499 5.300 4.980 -0.9021 0.2861 1.2039 0.11
H -2.641 5.444 3.379 -0.5218 0.1690 -0.8075 0.10
H -4.571 5.998 5.006 -0.9276 0.2388 -0.0618 0.09



Entry 2:
9
Properties=species:S:1:pos:R:3:forces:R:3:lowdin_charge:R:1 method="wB97M-V/def2-TZVPD" homo_lumo_gap_ev=7.73 total_charge=-1 smiles="CS[P@@](=O)([O-])Cl" de_lowest_kcal_mol=33.8
C 1.092 0.464 -0.579 3.2345 -1.1867 0.0577 -0.63
S -0.294 1.454 -0.184 -1.3852 -0.5971 0.2603 0.53
P -1.079 -0.450 0.462 4.7393 -1.2535 6.3028 -0.14
O -1.134 -1.527 -0.536 -0.4380 0.2596 -0.7541 -0.44
O -0.077 -0.729 1.839 -4.0492 0.9750 -4.8785 -0.62
Cl -2.921 0.004 1.174 -0.7526 0.2943 0.0800 0.22
H 1.048 0.029 -1.553 -0.8974 -0.9368 -0.6086 0.01
H 1.432 -0.346 0.194 -0.9695 1.7891 -1.1943 0.07
H 1.933 1.102 -0.818 0.5181 0.6561 0.7347 0.01



Entry 3:
68
Properties=species:S:1:pos:R:3:forces:R:3:lowdin_charge:R:1 method="wB97M-V/def2-TZVPD" homo_lumo_gap_ev=8.60 total_charge=-1 de_lowest_kcal_mol=37.7
In 0.562 1.409 -0.510 -0.4599 0.8758 0.2997 1.04
C -4.018 1.950 0.864 0.0915 -0.0174 -0.1320 0.00
C -2.530 1.860 0.718 -0.3001 -0.1241 -0.1171 -0.24
N -1.932 1.720 -0.395 0.3059 -0.0286 -0.3313 0.03
O -2.696 1.653 -1.507 -0.2813 0.0318 0.0565 0.07
B -1.891 1.855 -2.727 0.1445 -0.3701 -0.2554 -1.10
F -0.856 0.880 -2.781 -0.0503 0.0978 0.1363 0.09
F -2.741 1.757 -3.801 -0.0276 0.1130 0.0529 0.17
O -1.244 3.193 -2.776 -0.0964 0.2865 -0.0371 0.07
N -0.145 3.284 -2.000 0.2648 -0.4753 0.2065 0.03
C 0.710 4.181 -2.279 -0.0189 0.1700 -0.3513 -0.34
C 0.623 5.107 -3.444 -0.1232 -0.0967 0.0450 0.02
C 1.922 4.163 -1.347 0.3164 -0.1265 0.1496 -0.59
N 1.419 4.213 0.036 0.3158 0.0283 -0.0408 0.06
O 1.784 3.092 0.764 -0.0915 -0.5338 -0.2288 -0.06
B 1.718 3.058 2.268 0.1149 0.1383 0.6126 -1.08
F 1.850 4.331 2.804 0.0105 0.0459 -0.1963 0.17
F 2.675 2.213 2.764 0.0429 0.0021 -0.2200 0.18
O 0.377 2.497 2.668 0.2008 0.0087 0.0617 0.07
N -0.414 2.198 1.640 -0.1391 -0.1782 -0.4420 0.03
C -1.654 2.030 1.891 0.0282 0.0709 0.3721 -0.24
C -2.227 2.105 3.273 0.1613 0.0540 -0.0806 0.00
C 2.948 5.263 -1.572 -0.0886 -0.0359 -0.0349 -0.05
H -4.480 1.826 -0.111 -0.0268 -0.0026 0.0469 0.08
H -4.294 2.925 1.269 -0.0187 -0.0126 0.0418 0.09
H -4.389 1.181 1.543 -0.0003 0.0075 0.0336 0.09
H -0.298 4.909 -3.986 0.0221 0.0532 -0.0126 0.09
H 1.473 4.941 -4.109 0.0249 0.0226 0.0185 0.10
H 0.644 6.146 -3.113 0.0203 -0.0017 0.0106 0.09
H -1.409 2.151 3.986 -0.0754 -0.0046 0.0388 0.08
H -2.845 1.231 3.480 -0.0419 0.0106 -0.0189 0.09
H -2.842 2.999 3.388 -0.0338 -0.0118 0.0053 0.09
H 3.353 5.218 -2.583 0.0105 0.0329 0.0150 0.08
H 3.756 5.118 -0.857 0.0270 -0.0154 -0.0174 0.10
H 2.491 6.239 -1.402 0.0308 0.0093 -0.0100 0.09
C -1.957 -6.479 1.290 0.0938 -0.0428 -0.0184 -0.05
C -0.460 -6.492 0.942 -0.0339 -0.0387 0.0404 -0.56
C -0.179 -7.754 0.123 -0.0187 0.1041 0.0682 -0.08
C 0.368 -6.569 2.234 -0.0584 -0.0261 -0.0614 -0.05
C -0.102 -5.211 0.189 0.0229 -0.0516 -0.0858 -0.18
C 0.463 -5.229 -1.086 0.0022 -0.1170 -0.0054 -0.03
C 0.808 -4.068 -1.777 0.0355 0.2499 -0.0384 0.03
C 0.564 -2.872 -1.148 -0.1408 -0.0732 0.2801 -0.18
O 0.802 -1.586 -1.567 0.1023 -0.3469 -0.2932 0.17
B 0.369 -0.778 -0.541 0.0847 0.2866 -0.0055 -0.50
O -0.147 -1.522 0.505 -0.1487 -0.2839 0.2791 0.16
C -0.011 -2.835 0.119 0.1323 -0.0546 -0.2380 -0.17
C -0.343 -3.978 0.806 -0.0142 0.1824 0.0366 0.06
H -2.223 -7.389 1.834 -0.0159 0.0114 0.0045 0.08
H -2.555 -6.431 0.379 -0.0306 0.0078 0.0178 0.09
H -2.216 -5.623 1.913 -0.0201 0.0037 0.0029 0.07
H -0.466 -8.630 0.708 0.0037 -0.0135 -0.0110 0.08
H 0.882 -7.844 -0.116 -0.0102 -0.0222 -0.0427 0.08
H -0.756 -7.762 -0.803 0.0387 -0.0241 -0.0244 0.09
H 0.158 -7.505 2.757 -0.0017 0.0188 0.0311 0.08
H 0.137 -5.743 2.908 0.0248 0.0072 -0.0005 0.08
H 1.434 -6.533 2.004 0.0074 0.0059 0.0265 0.09
H 0.654 -6.174 -1.575 -0.0122 0.0033 0.0268 0.10
H 1.253 -4.102 -2.762 -0.0007 -0.0182 0.0077 0.12
H -0.769 -3.904 1.798 -0.0139 -0.0086 -0.0070 0.13
O 4.594 0.596 -1.240 -0.1533 0.0826 -0.0852 -0.35
S 3.846 1.438 -0.338 0.7483 -0.5393 -0.4894 0.30
O 2.788 0.696 0.351 0.4524 0.4121 0.1737 -0.40
O 4.607 2.445 0.335 -0.3057 -0.0135 0.4718 -0.30
S 2.685 2.519 -1.866 -0.7247 0.1108 0.2189 0.92
F -0.291 5.092 1.526 0.0517 -0.0673 -0.0616 0.26
B 0.459 5.144 0.431 -0.4939 0.3074 0.1805 -0.74
F 0.208 6.189 -0.388 0.1374 -0.0765 -0.0753 0.23



Entry 4:
18
Properties=species:S:1:pos:R:3:forces:R:3:lowdin_charge:R:1 method="wB97M-V/def2-TZVPD" homo_lumo_gap_ev=8.88 total_charge=+1 smiles=C[C@H](Br)Cc1nnn(S)[nH+]1 de_lowest_kcal_mol=2.0
C 2.268 0.205 0.728 -0.3264 -0.0451 0.0664 -0.15
C 1.844 -0.198 -0.672 -0.0302 0.3017 0.4805 -0.70
Br 1.554 1.430 -1.725 0.1051 -0.0646 -0.0657 0.73
C 0.556 -1.022 -0.775 -0.0604 0.1039 -0.2353 -0.17
C -0.552 -0.534 0.083 -0.4967 0.3095 -0.5289 -0.26
N -0.641 -0.456 1.412 -0.5098 0.0505 0.1566 0.15
N -1.820 0.050 1.709 0.4143 -0.0962 0.0888 0.11
N -2.461 0.293 0.609 -0.1821 0.3062 -0.1424 -0.50
S -4.062 0.930 0.489 -0.0526 -0.1631 0.0032 0.94
N -1.699 -0.058 -0.431 0.8067 -0.4209 0.2893 0.17
H 1.628 0.983 1.130 -0.1255 0.1133 0.0352 0.06
H 3.279 0.591 0.732 0.1988 -0.0318 -0.0570 0.09
H 2.190 -0.644 1.403 0.1916 -0.1826 0.0810 0.09
H 2.649 -0.759 -1.126 0.0020 0.0040 -0.4195 0.10
H 0.204 -0.944 -1.800 0.0022 -0.1835 -0.1726 0.10
H 0.729 -2.081 -0.597 0.1184 -0.0984 0.3718 0.14
H -3.684 2.196 0.230 0.1520 -0.0443 0.0728 -0.09
H -1.983 0.020 -1.399 -0.2073 0.1415 -0.0240 0.19



Entry 5:
49
Properties=species:S:1:pos:R:3:forces:R:3:lowdin_charge:R:1 method="wB97M-V/def2-TZVPD" homo_lumo_gap_ev="6.77 / 6.78" total_charge=+2 de_lowest_kcal_mol=43.1
Ir -0.180 0.345 -0.445 -0.5303 1.4238 0.6431 1.01
C -2.024 -3.580 -1.744 0.1711 -0.0456 0.2831 0.04
C -1.380 -2.286 -2.118 -0.5528 -0.0263 -1.2813 -0.53
N -1.554 -1.848 -3.360 0.0585 0.1237 0.0338 0.22
O -0.683 -1.668 -1.297 1.1977 1.6660 1.8914 -0.15
H -2.613 -3.989 -2.554 -0.0738 -0.0431 -0.0940 0.09
H -2.649 -3.440 -0.864 -0.0315 0.0897 0.0125 0.11
H -1.252 -4.297 -1.462 0.0627 0.0256 -0.0280 0.11
H -2.115 -2.350 -4.030 0.0279 -0.0340 0.0934 0.14
H -1.096 -1.004 -3.670 -0.0681 0.0275 0.0300 0.10
O 0.401 -2.084 2.548 0.0378 -0.1310 -0.1792 0.12
C 0.052 -0.953 2.715 0.2297 -0.4737 1.0761 -0.49
C -0.173 -0.238 4.050 0.0296 -0.3180 -0.0192 -0.05
C -0.521 1.206 3.688 -0.1919 0.1969 0.2117 -0.05
C -0.436 1.191 2.198 0.3033 -1.7048 0.2736 -0.49
O -0.552 2.115 1.377 0.4458 0.2094 -1.8888 -0.04
N -0.180 -0.034 1.719 0.4670 0.5838 -2.0144 0.01
H 0.741 -0.329 4.637 -0.0705 0.0071 0.0307 0.14
H -0.969 -0.753 4.586 0.0514 0.0271 0.0471 0.14
H 0.154 1.948 4.119 -0.0082 -0.0046 -0.1246 0.14
H -1.532 1.486 3.993 0.0193 0.0443 -0.0352 0.14
C 2.616 -0.570 -2.475 -0.6697 0.1906 0.1921 -0.21
P 2.206 0.353 -0.957 -0.5597 -0.6859 0.7755 0.76
C 3.083 1.946 -1.117 -0.8887 -0.0282 0.0924 -0.21
C 3.062 -0.541 0.383 -0.3449 0.1706 -0.2253 -0.22
H 3.697 -0.669 -2.564 0.0481 0.0899 0.1422 0.07
H 2.233 -0.050 -3.350 -0.0084 0.0493 -0.0474 0.06
H 2.168 -1.560 -2.429 -0.0067 -0.0916 0.0294 0.05
H 4.151 1.769 -1.242 -0.0052 -0.2223 0.0192 0.07
H 2.920 2.549 -0.226 0.0284 0.0283 0.0539 0.06
H 2.706 2.488 -1.981 0.0029 0.0448 -0.0580 0.06
H 4.094 -0.745 0.094 0.0062 0.0679 -0.0635 0.07
H 2.550 -1.481 0.584 -0.0499 -0.0422 0.0148 0.05
H 3.054 0.060 1.290 -0.0170 0.0324 0.0341 0.06
S -1.532 1.567 -2.076 0.5700 -1.7676 -0.3403 0.62
C -1.873 3.243 -1.757 0.6075 0.0900 0.3650 -0.73
N -1.778 3.759 -0.552 0.0579 -0.1093 -0.0539 0.05
C -2.129 5.137 -0.257 -0.1567 0.6110 0.0403 -0.14
C -3.105 5.654 -1.305 0.1884 -0.0880 -0.0487 -0.14
C -2.546 5.384 -2.697 -0.1905 0.5024 0.1925 -0.13
N -2.245 3.965 -2.801 -0.0222 -0.2732 -0.0096 0.03
H -1.419 3.195 0.214 -0.1258 -0.0968 -0.2361 0.08
H -1.218 5.743 -0.239 -0.0967 -0.0110 0.0345 0.14
H -2.578 5.166 0.737 0.0745 -0.0146 -0.0754 0.14
H -3.261 6.721 -1.159 -0.0659 -0.0069 -0.0261 0.13
H -4.062 5.137 -1.204 -0.0101 0.1148 0.0360 0.13
H -1.627 5.952 -2.878 -0.1206 0.0114 0.0171 0.14
H -3.271 5.650 -3.467 0.0946 -0.0871 0.0447 0.14
H -2.308 3.520 -3.705 0.0850 -0.1226 0.1386 0.14